C31H40GaN4O | ωB97M-V/def2-TZVPD

Positions of all 77 atoms, in Å:
Ga (-0.767, -1.089, -0.486)
O (-1.164, -0.395, 2.575)
N (0.587, -3.363, 3.317)
N (-0.214, -3.139, -1.992)
N (-0.287, -1.401, -3.367)
N (-1.889, -0.999, 4.672)
C (0.689, 0.411, -4.656)
C (0.927, 2.824, -1.542)
C (0.534, -3.475, -3.084)
C (0.062, -1.255, 2.644)
C (-0.659, 2.364, -5.241)
C (2.051, -0.188, -4.610)
C (-1.509, 0.691, -3.660)
C (0.508, 1.609, -5.354)
C (3.322, 0.872, -0.791)
C (-2.112, -0.539, 3.461)
C (0.872, 2.107, 3.525)
C (-0.606, 3.522, 1.177)
C (2.347, 1.472, 0.150)
C (-2.559, 0.345, -2.668)
C (1.282, 2.356, -0.176)
C (-1.628, 1.899, -4.357)
C (-0.532, -1.074, 5.163)
C (0.376, -2.459, -3.964)
C (-1.036, -3.483, 1.493)
C (-3.028, -1.051, 5.588)
C (-0.867, 3.619, -6.059)
C (-0.381, -0.097, -3.888)
C (-0.749, -1.902, -2.167)
C (0.613, 2.697, 1.031)
C (2.323, 1.257, 1.555)
C (-1.684, -4.570, 2.141)
C (1.263, 2.031, 2.100)
C (3.191, 0.330, 2.319)
C (-0.029, -4.357, 3.980)
C (-1.217, -4.931, 3.436)
C (-0.109, -2.717, 2.304)
H (-3.548, 0.539, -3.093)
H (2.085, -1.200, -5.013)
H (-2.523, -0.713, -2.366)
H (-0.970, 3.861, 0.200)
H (-0.221, 2.171, 3.627)
H (0.443, -4.727, 4.912)
H (2.727, 0.428, -5.215)
H (3.410, 0.735, 3.315)
H (-1.683, -5.733, 3.996)
H (-0.234, -0.107, 5.601)
H (2.934, 0.870, -1.818)
H (-0.392, 4.405, 1.795)
H (0.785, -0.725, 2.072)
H (0.161, -1.318, 4.261)
H (4.137, 0.161, 1.793)
H (-3.140, -0.280, 3.211)
H (1.128, 2.043, -2.290)
H (-2.472, -5.114, 1.578)
H (2.432, -0.197, -3.579)
H (-3.455, -0.037, 5.677)
H (-0.539, -1.836, 5.945)
H (-2.514, 2.503, -4.191)
H (2.716, -0.653, 2.459)
H (-1.409, 2.953, 1.674)
H (1.302, -4.250, -3.024)
H (1.519, 3.713, -1.820)
H (-3.792, -1.731, 5.177)
H (4.273, 1.432, -0.795)
H (1.225, 1.230, 4.083)
H (0.705, -2.426, -4.961)
H (-0.138, 3.091, -1.608)
H (-1.143, -3.273, 0.392)
H (3.553, -0.163, -0.503)
H (-2.470, 0.986, -1.779)
H (-2.655, -1.420, 6.549)
H (1.297, 2.997, 4.015)
H (-1.439, 3.431, -6.983)
H (-1.415, 4.392, -5.503)
H (0.094, 4.048, -6.372)
H (1.309, 1.993, -5.988)

Computed properties:
**Molecular weight**: 554.4 g/mol
**E_HOMO**: -2.14 eV
**LUMO energy**: 2.4 eV
**Spin multiplicity**: 1
**Total charge**: -1
**Energy above the lowest of the compared OMol25 structures with the same formula, charge and spin**: 5.046 eV
**HOMO-LUMO gap**: 4.55 eV

Results of the Mulliken charge analysis, in e, for atoms 1 through 2: Ga 0.709; O -0.166

---

C31H40N2O3 | ωB97M-V/def2-TZVPD

Positions of all 76 atoms, in Å:
O (1.743, 2.146, -0.023)
O (-1.195, 2.815, 2.618)
O (0.703, 1.659, 2.257)
N (-4.609, -1.129, 4.524)
N (2.591, -2.793, -1.556)
C (-4.107, -1.246, 5.884)
C (-0.484, -1.490, 0.010)
C (3.868, -2.231, -1.946)
C (1.617, -0.626, -1.618)
C (4.767, -3.432, -2.242)
C (0.706, 2.725, -0.272)
C (-5.343, -1.528, 6.762)
C (3.808, -4.629, -2.420)
C (0.798, 4.028, -1.114)
C (-6.029, -1.415, 4.411)
C (-0.713, 2.282, 0.350)
C (-0.283, 2.230, 1.826)
C (0.447, -2.422, -0.439)
C (-0.955, 2.632, 4.038)
C (0.555, 0.203, -1.353)
C (-6.475, -1.906, 5.802)
C (-3.853, -0.628, 3.487)
C (-3.637, 0.467, 1.294)
C (-1.195, 3.281, -2.465)
C (-4.432, -0.117, 2.292)
C (0.216, 3.864, -2.505)
C (-1.359, 0.927, 0.124)
C (-0.363, -0.133, -0.348)
C (-2.039, 3.843, -1.302)
C (2.471, -4.220, -1.777)
C (-1.663, -0.155, 2.482)
C (1.565, -1.971, -1.195)
C (-2.233, 0.449, 1.355)
C (-2.302, 2.883, 4.631)
C (-1.710, 3.444, 0.139)
C (-2.431, -0.651, 3.538)
H (5.374, -3.245, -3.131)
H (-5.512, -0.185, 2.140)
H (0.485, 1.127, -1.925)
H (-0.588, 1.621, 4.238)
H (-3.575, -0.337, 6.214)
H (-3.382, -2.073, 5.981)
H (-4.113, 0.950, 0.435)
H (-5.142, -2.321, 7.484)
H (-0.201, 3.364, 4.344)
H (0.866, 3.238, -3.134)
H (2.300, -4.748, -0.828)
H (-2.259, 2.872, 5.718)
H (-1.307, 4.326, 0.665)
H (3.642, -4.810, -3.489)
H (0.206, 4.836, -3.016)
H (3.758, -1.608, -2.848)
H (-1.914, -1.105, 4.388)
H (-3.002, 2.110, 4.302)
H (-1.714, 3.536, -3.398)
H (-2.100, 1.018, -0.680)
H (-6.614, -2.992, 5.784)
H (-6.235, -2.172, 3.636)
H (-6.593, -0.507, 4.134)
H (-0.577, -0.248, 2.548)
H (0.375, -3.467, -0.139)
H (1.861, 4.281, -1.190)
H (1.611, -4.451, -2.426)
H (-7.428, -1.454, 6.090)
H (2.475, -0.234, -2.168)
H (-3.097, 3.621, -1.487)
H (-2.695, 3.843, 4.288)
H (4.203, -5.540, -1.966)
H (0.297, 4.823, -0.547)
H (-2.640, 3.214, 0.681)
H (-1.290, -1.809, 0.670)
H (4.272, -1.583, -1.153)
H (-1.938, 4.936, -1.336)
H (-1.138, 2.189, -2.464)
H (-5.620, -0.627, 7.318)
H (5.434, -3.605, -1.390)

Computed properties:
**Molecular weight**: 488.7 g/mol
**E_HOMO**: -6.89 eV
**LUMO energy**: 0.7 eV
**Spin multiplicity**: 1
**Total charge**: 0
**Energy above the lowest of the compared OMol25 structures with the same formula, charge and spin**: 0.000 eV
**HOMO-LUMO gap**: 7.62 eV

Results of the Mulliken charge analysis, in e, for atoms 1 through 2: O -0.553; O -0.255